Entry 1:
Entry from the Open Molecules 2025 dataset: C14H28N4OOsS2 as an isolated structure (ωB97M-V/def2-TZVPD).

Computed properties:
**Strongest force on any atom**: 0.482 eV Å⁻¹
**Spin multiplicity**: 5
**Total energy**: -1731.3290 a.u.
**M**: 522.8 g/mol
**HOMO level (spin up / spin down)**: -6.3 / -6.3 eV

Geometry as XYZ:
```
50
C14H28N4OOsS2 (ωB97M-V/def2-TZVPD)
Os 0.52 0.20 0.75
C -0.61 3.26 0.99
C -1.37 2.43 -0.06
N -1.62 1.04 0.40
C -2.60 0.91 1.48
C -2.19 -0.14 2.52
N -0.76 -0.11 2.82
C -0.28 0.88 3.79
C -0.32 2.30 3.26
N 0.21 2.42 1.89
H -1.30 3.86 1.59
H 0.03 3.95 0.45
H -0.79 2.34 -0.97
H -2.30 2.94 -0.32
H -1.92 0.52 -0.43
H -3.58 0.63 1.08
H -2.74 1.88 1.96
H -2.40 -1.13 2.11
H -2.80 -0.01 3.42
H -0.46 -1.03 3.12
H 0.75 0.61 4.02
H -0.86 0.85 4.72
H 0.23 2.93 3.95
H -1.35 2.66 3.26
H 1.16 2.76 1.91
C 0.89 1.71 -4.08
O 0.21 0.67 -4.79
C -0.82 0.02 -4.21
S -1.51 -1.19 -5.13
S -1.34 0.47 -2.64
H 1.52 2.19 -4.83
H 1.51 1.29 -3.29
H 0.19 2.42 -3.65
C -0.08 -2.86 -1.26
C 1.99 -2.30 0.12
C 1.78 -1.54 -2.32
C 2.71 -3.64 0.09
C 1.93 -1.26 0.96
H -0.47 -3.02 -2.26
H -0.59 -1.98 -0.85
H -0.32 -3.72 -0.63
H 1.31 -1.76 -3.28
H 2.87 -1.50 -2.44
H 1.42 -0.57 -1.98
H 1.82 -4.67 -1.53
H 2.28 -4.36 0.79
H 3.79 -3.62 0.24
H 2.53 -1.35 1.87
N 2.30 -3.81 -1.32
C 1.42 -2.60 -1.27
```

---

Entry 2:
Entry from the Open Molecules 2025 dataset: C14H28NO13S2Tl as an isolated structure at a distorted geometry (ωB97M-V/def2-TZVPD).

Computed properties:
**Strongest force on any atom**: 4.282 eV Å⁻¹
**Net charge**: +2
**Total energy**: -2550.9260 a.u.
**M**: 686.9 g/mol
**HOMO level**: -13.9 eV

Geometry as XYZ:
```
59
C14H28NO13S2Tl (ωB97M-V/def2-TZVPD)
Tl -3.96 5.97 -3.15
N 0.67 1.44 -1.88
O -0.39 2.09 -2.19
O 1.59 1.16 -2.66
O 0.97 1.07 -0.74
O -3.26 4.58 2.90
C -2.56 4.44 3.86
O -3.01 3.93 5.06
C -1.94 3.85 6.02
C -0.91 4.78 5.42
C -1.07 4.66 4.00
H -1.67 2.80 6.06
H -2.25 4.26 6.99
H 0.07 4.52 5.84
H -0.99 5.82 5.74
H -0.63 3.86 3.40
H -0.91 5.65 3.55
O 1.12 5.21 -6.62
C 1.90 4.57 -7.23
O 3.23 4.75 -7.30
C 3.81 3.74 -8.13
C 2.71 3.51 -9.16
C 1.52 3.38 -8.20
H 4.04 2.84 -7.55
H 4.75 4.18 -8.45
H 2.74 2.61 -9.78
H 2.59 4.36 -9.83
H 1.60 2.44 -7.66
H 0.52 3.41 -8.63
O 0.25 -3.96 -1.36
S -0.73 -5.07 -1.50
O -1.71 -5.33 -0.46
O -1.52 -4.68 -2.88
C -2.04 -3.40 -3.06
C -3.31 -3.54 -3.80
C 0.02 -6.65 -2.11
H -1.38 -2.76 -3.65
H -2.24 -2.84 -2.14
H -3.25 -3.85 -4.84
H -3.78 -2.55 -3.81
H -4.07 -4.19 -3.37
H -0.81 -7.03 -2.70
H -0.04 -7.29 -1.23
H 0.97 -6.62 -2.64
O 2.47 -1.42 4.91
S 2.01 -1.48 6.28
O 2.09 -0.33 7.21
O 0.47 -2.20 6.25
C 0.07 -3.01 5.18
C -1.41 -3.28 5.50
C 2.91 -2.82 7.08
H 0.66 -3.90 5.01
H 0.17 -2.46 4.25
H -1.68 -4.15 4.90
H -1.96 -2.42 5.12
H -1.56 -3.54 6.55
H 2.33 -3.68 6.76
H 2.83 -2.71 8.16
H 3.93 -2.77 6.70
```

---

Entry 3:
Entry from the Open Molecules 2025 dataset: C14H28NO6S2 as an isolated structure at a distorted geometry (ωB97M-V/def2-TZVPD).

Computed properties:
**Strongest force on any atom**: 1.156 eV Å⁻¹
**Net charge**: -1
**Total energy**: -1852.8548 a.u.
**M**: 370.5 g/mol
**HOMO level**: -5.6 eV

Geometry as XYZ:
```
51
C14H28NO6S2 (ωB97M-V/def2-TZVPD)
C 1.82 0.32 2.66
C 1.84 1.77 2.13
C 3.00 2.07 1.15
C 2.56 2.04 -0.32
C 2.49 0.61 -0.87
C 1.82 0.53 -2.24
C 1.07 -0.78 -2.54
C 1.65 -2.07 -1.93
C 1.11 -2.53 -0.57
C -0.40 -2.43 -0.41
C -0.85 -2.85 0.98
S -2.63 -2.84 1.15
O -3.17 -3.50 -0.01
O -2.90 -3.42 2.45
N -2.91 -1.27 1.22
S -3.56 -0.46 0.02
O -2.74 -0.40 -1.17
O -4.97 -0.71 -0.21
C -3.52 1.15 0.83
C -3.62 2.36 -0.07
O -2.73 2.41 -1.20
C -1.45 2.71 -0.94
O -0.74 2.14 -0.18
H 1.82 0.29 3.76
H 0.92 -0.21 2.34
H 2.67 -0.26 2.30
H 1.92 2.45 2.98
H 0.90 1.96 1.61
H 3.78 1.32 1.28
H 3.46 3.04 1.38
H 1.56 2.47 -0.41
H 3.22 2.65 -0.94
H 3.51 0.21 -0.93
H 1.95 -0.01 -0.15
H 2.57 0.70 -3.02
H 1.11 1.36 -2.32
H 1.08 -0.92 -3.63
H 0.02 -0.66 -2.28
H 1.47 -2.88 -2.64
H 2.74 -1.98 -1.85
H 1.40 -3.58 -0.44
H 1.59 -2.00 0.27
H -0.72 -1.39 -0.54
H -0.93 -3.02 -1.16
H -0.50 -2.11 1.71
H -0.48 -3.84 1.27
H -4.41 1.13 1.46
H -2.66 1.19 1.49
H -4.63 2.46 -0.47
H -3.43 3.25 0.54
H -1.10 3.57 -1.52
```

---

Entry 4:
Entry from the Open Molecules 2025 dataset: a 4-piece molecular cluster, C14H28O7S overall at a distorted geometry (ωB97M-V/def2-TZVPD).

Computed properties:
**Strongest force on any atom**: 2.668 eV Å⁻¹
**SMILES string**: O=S1(=O)OCCO1.C1CCOC1.C1CCOC1.C1CCOC1
**Total energy**: -1474.9850 a.u.
**M**: 340.4 g/mol
**HOMO level**: -9.4 eV

Geometry as XYZ:
```
50
C14H28O7S (ωB97M-V/def2-TZVPD)
O -15.94 10.65 -14.19
S -15.87 12.07 -14.05
O -14.82 12.64 -13.25
O -15.83 12.83 -15.46
C -16.64 13.99 -15.43
C -17.83 13.62 -14.57
O -17.30 12.67 -13.60
H -16.03 14.74 -14.92
H -16.96 14.37 -16.40
H -18.43 12.92 -15.16
H -18.44 14.36 -14.07
C -14.07 19.02 -14.09
C -14.19 18.18 -15.35
C -15.31 18.89 -16.16
O -15.42 20.17 -15.61
C -15.17 20.09 -14.20
H -13.13 19.58 -14.02
H -14.10 18.47 -13.15
H -14.36 17.11 -15.23
H -13.26 18.33 -15.89
H -16.20 18.25 -16.02
H -15.17 18.95 -17.23
H -16.09 19.79 -13.71
H -14.76 21.04 -13.86
C -13.90 12.39 -18.22
C -14.18 10.89 -18.11
C -13.35 10.53 -16.88
O -12.24 11.41 -16.87
C -12.46 12.53 -17.72
H -14.58 12.88 -17.52
H -14.12 12.75 -19.23
H -14.03 10.25 -18.98
H -15.25 10.85 -17.85
H -13.17 9.47 -17.06
H -13.94 10.66 -15.97
H -11.80 12.59 -18.59
H -12.34 13.53 -17.31
C -20.23 11.85 -18.99
C -19.20 12.32 -20.05
C -17.87 12.23 -19.25
O -18.24 12.47 -17.92
C -19.53 11.93 -17.64
H -20.57 10.85 -19.26
H -21.08 12.53 -18.98
H -19.47 13.32 -20.38
H -19.30 11.64 -20.89
H -17.17 13.03 -19.52
H -17.40 11.26 -19.44
H -19.98 12.59 -16.90
H -19.46 10.95 -17.14
```

---

Entry 5:
Entry from the Open Molecules 2025 dataset: C14H28PdSi2Te as an isolated structure (ωB97M-V/def2-TZVPD).

Computed properties:
**Strongest force on any atom**: 0.905 eV Å⁻¹
**Net charge**: +2
**Total energy**: -1524.5608 a.u.
**M**: 486.6 g/mol
**HOMO level (spin up / spin down)**: -16.1 / -15.8 eV

Geometry as XYZ:
```
46
C14H28PdSi2Te (ωB97M-V/def2-TZVPD)
Pd 0.25 -0.25 -1.88
C 1.10 -0.93 -4.14
C -0.29 -0.73 -4.13
C -0.83 0.55 -3.90
C 0.00 1.62 -3.65
C 1.39 1.40 -3.59
C 1.94 0.13 -3.86
H 1.52 -1.90 -4.37
H -0.95 -1.55 -4.37
H -1.90 0.70 -3.94
H -0.41 2.60 -3.49
H 2.06 2.23 -3.39
H 3.01 -0.01 -3.85
C 0.43 -4.41 1.34
Si 0.03 -2.67 0.95
C -0.61 -2.38 -0.77
C -1.10 -1.88 2.15
C 1.71 -1.77 0.84
Te 1.52 0.24 0.29
C 0.71 0.95 2.09
Si -0.53 2.42 1.99
C -0.60 2.99 3.75
C -2.16 1.81 1.42
C 0.26 3.70 0.91
H -0.48 -5.02 1.37
H 0.90 -4.47 2.34
H 1.12 -4.86 0.62
H -1.42 -3.06 -1.07
H 0.18 -2.55 -1.51
H -1.08 -1.37 -0.82
H -2.03 -2.46 2.18
H -1.36 -0.85 1.88
H -0.69 -1.88 3.17
H 2.32 -2.25 0.07
H 2.23 -1.82 1.80
H 1.61 1.31 2.62
H 0.31 0.07 2.61
H -0.99 2.20 4.41
H -1.28 3.86 3.82
H 0.39 3.30 4.10
H -2.60 1.14 2.18
H -2.14 1.28 0.46
H -2.84 2.66 1.31
H 1.20 4.04 1.37
H -0.40 4.56 0.81
H 0.49 3.34 -0.11
```

---

Entry 6:
Entry from the Open Molecules 2025 dataset: C14H29F4NO4Si2 as an isolated structure at a distorted geometry (ωB97M-V/def2-TZVPD).

Computed properties:
**Strongest force on any atom**: 2.753 eV Å⁻¹
**Total energy**: -1885.0643 a.u.
**M**: 407.6 g/mol
**HOMO level**: -9.7 eV

Geometry as XYZ:
```
54
C14H29F4NO4Si2 (ωB97M-V/def2-TZVPD)
C -1.36 -1.69 4.22
C -2.54 -1.20 3.27
C -2.03 -0.75 1.81
C -1.01 -1.87 1.27
Si -0.92 -1.89 -0.66
C 0.87 -1.71 -1.26
C 1.97 -2.00 -0.12
C 2.00 -3.50 0.36
F 3.16 -4.16 -0.13
N -1.45 -3.56 -1.12
C -2.67 -3.61 -0.93
O -3.83 -3.54 -0.96
O -2.00 -0.67 -1.17
Si -1.79 -0.12 -2.78
C -0.50 1.31 -2.88
O -0.66 2.18 -1.74
C 0.37 1.99 -0.76
C 0.39 3.33 0.12
C -0.49 3.14 1.44
C -1.48 -1.49 -4.09
F -0.13 -1.79 -4.32
F -1.93 -0.96 -5.32
F -2.23 -2.65 -3.92
H -1.07 -2.74 3.92
H -1.78 -1.70 5.27
H -0.50 -0.98 4.13
H -3.12 -0.33 3.67
H -3.25 -2.05 3.08
H -2.95 -0.66 1.19
H -1.48 0.22 1.94
H -1.34 -2.89 1.65
H -0.02 -1.65 1.75
H 1.03 -2.52 -2.03
H 1.14 -0.71 -1.69
H 1.86 -1.25 0.70
H 2.96 -1.82 -0.64
H 2.12 -3.47 1.49
H 1.07 -4.09 0.16
H -3.07 0.51 -3.16
H 0.55 0.96 -3.07
H -0.80 1.92 -3.79
H 0.07 1.18 -0.02
H 1.39 1.80 -1.21
H 1.44 3.59 0.46
H -0.08 4.17 -0.47
H -1.57 3.00 1.18
H -0.10 2.19 1.92
H -0.35 4.01 2.15
C 4.47 5.01 0.42
O 3.56 4.08 -0.17
H 3.97 5.49 1.27
H 5.36 4.49 0.77
H 4.74 5.78 -0.31
H 4.02 3.68 -0.92
```

---

Entry 7:
Entry from the Open Molecules 2025 dataset: C14H29HfO4PS as an isolated structure at a distorted geometry (ωB97M-V/def2-TZVPD).

Computed properties:
**Strongest force on any atom**: 11.222 eV Å⁻¹
**Net charge**: +4
**Total energy**: -1637.4335 a.u.
**M**: 502.9 g/mol
**HOMO level (spin up / spin down)**: -23.6 / -23.6 eV

Geometry as XYZ:
```
50
C14H29HfO4PS (ωB97M-V/def2-TZVPD)
Hf -0.62 -1.10 0.68
C 0.95 -0.23 1.76
O 1.88 0.17 2.37
C 1.15 -1.48 -0.70
O 2.30 -1.75 -0.92
C -0.13 -1.76 -1.40
O -0.40 -2.21 -2.49
C 1.67 2.13 -0.30
P 0.23 1.05 -0.68
H -1.54 2.61 -0.63
H 1.65 2.21 0.79
C -0.13 1.35 -2.46
H -0.06 2.45 -2.56
C 1.51 3.51 -0.95
H 0.54 3.97 -0.77
H 1.70 3.46 -2.03
H 2.27 4.17 -0.52
C 3.01 1.49 -0.68
H 3.16 1.47 -1.77
C -2.34 0.85 0.40
H 3.14 0.48 -0.29
H 3.80 2.13 -0.25
C -0.80 2.62 1.42
H -2.12 0.06 1.20
H -3.14 1.40 0.91
H -2.78 0.41 -0.50
C -1.21 1.88 0.13
H -1.71 2.84 2.00
H -0.33 3.58 1.19
H -0.12 2.02 2.04
C -1.54 0.92 -2.88
H -1.69 -0.16 -2.72
H -1.65 1.12 -3.95
H -2.31 1.49 -2.36
C 0.95 0.70 -3.33
H 1.00 -0.38 -3.16
H 1.94 1.14 -3.16
H 0.69 0.86 -4.39
H -3.70 0.60 2.91
H -3.53 -0.12 3.02
C 1.13 -4.67 2.04
S -0.61 -4.52 1.56
C -1.35 -4.87 3.16
O -0.80 -2.94 1.49
H 1.34 -5.74 2.14
H 1.30 -4.17 3.00
H 1.76 -4.24 1.26
H -0.80 -4.34 3.95
H -2.39 -4.54 3.12
H -1.30 -5.95 3.30
```

---

Entry 8:
Entry from the Open Molecules 2025 dataset: a 2-piece molecular cluster, C14H29IN2O overall at a distorted geometry (ωB97M-V/def2-TZVPD).

Computed properties:
**Strongest force on any atom**: 2.332 eV Å⁻¹
**Total energy**: -1032.9747 a.u.
**M**: 368.3 g/mol
**HOMO level**: -4.8 eV

Geometry as XYZ:
```
47
C14H29IN2O (ωB97M-V/def2-TZVPD)
C -5.65 3.71 -2.78
C -4.98 3.36 -1.81
C -3.89 2.93 -0.74
C -2.47 3.52 -1.22
I -0.88 2.00 -0.81
N -2.18 4.77 -0.47
C -2.65 5.93 -1.29
C -1.41 6.75 -1.86
H -5.94 4.02 -3.82
H -3.84 1.80 -0.83
H -4.19 3.29 0.30
H -2.62 4.77 0.46
H -3.35 5.57 -2.12
H -3.28 6.67 -0.68
H -0.83 7.30 -1.06
H -0.73 6.05 -2.44
H -1.84 7.48 -2.62
C -0.38 -3.74 0.12
C 0.64 -2.66 -0.16
N 1.08 -1.87 1.07
C -0.14 -1.14 1.63
C 2.05 -0.75 0.67
C 3.39 -1.18 0.09
C 1.61 -2.74 2.23
C 2.75 -3.71 1.92
O 2.37 -4.67 0.95
C 3.43 -5.07 0.08
H -1.32 -3.34 0.50
H -0.62 -4.25 -0.82
H -0.03 -4.50 0.81
H 0.21 -1.92 -0.85
H 1.52 -3.07 -0.63
H -0.55 -0.54 0.82
H 0.19 -0.51 2.45
H -0.86 -1.87 1.99
H 2.21 -0.13 1.55
H 1.51 -0.15 -0.07
H 4.10 -1.41 0.88
H 3.82 -0.34 -0.45
H 3.33 -2.01 -0.61
H 0.75 -3.31 2.59
H 1.92 -2.05 3.01
H 2.98 -4.25 2.84
H 3.67 -3.19 1.64
H 4.42 -4.85 0.48
H 3.30 -4.57 -0.88
H 3.35 -6.15 -0.08
```